11 unconnected molecules or ions with the total composition C44H66O33 at a distorted geometry, computed with the ωB97M-V functional and the def2-TZVPD basis.

Each atom is followed by the atoms it is bonded to, with distances in Å.
Element x y z (Å)
1 C -2.685 6.387 1.810  C2 1.551, H8 1.090, H9 1.090, H10 1.090
2 C -1.924 5.320 2.640  C1 1.551, C3 1.535, O7 1.443, H11 1.090
3 C -2.675 3.994 2.824  C2 1.535, O4 1.396, H12 1.090, H13 1.090
4 O -1.729 2.995 2.584  C3 1.396, C5 1.343
5 C -0.608 3.540 2.084  O4 1.343, O6 1.223, O7 1.343
6 O 0.338 2.898 1.651  C5 1.223
7 O -0.721 4.874 1.980  C2 1.443, C5 1.343
8 H -3.039 6.031 0.843  C1 1.090
9 H -2.100 7.279 1.584  C1 1.090
10 H -3.587 6.687 2.345  C1 1.090
11 H -1.695 5.771 3.606  C2 1.090
12 H -3.434 4.017 2.042  C3 1.090
13 H -3.094 3.956 3.829  C3 1.090
14 C -3.776 -5.947 3.947  C15 1.542, H21 1.090, H22 1.090, H23 1.090
15 C -3.519 -4.450 4.215  C14 1.542, C16 1.444, O20 1.454, H24 1.090
16 C -3.338 -3.558 3.095  C15 1.444, O17 1.419, H25 1.090, H26 1.090
17 O -4.175 -2.461 3.425  C16 1.419, C18 1.293
18 C -4.982 -2.700 4.407  O17 1.293, O19 1.240, O20 1.331
19 O -5.808 -1.889 4.853  C18 1.240
20 O -4.655 -3.882 4.923  C15 1.454, C18 1.331
21 H -2.991 -6.457 3.388  C14 1.090
22 H -4.734 -6.230 3.509  C14 1.090
23 H -3.679 -6.470 4.898  C14 1.090
24 H -2.640 -4.434 4.859  C15 1.090
25 H -3.768 -4.057 2.226  C16 1.090
26 H -2.335 -3.205 2.858  C16 1.090
27 C -0.058 -4.998 -0.409  C28 1.523, H34 1.090, H35 1.090, H36 1.090
28 C 1.345 -5.452 -0.788  C27 1.523, C29 1.520, O33 1.447, H37 1.090
29 C 2.138 -4.410 -1.560  C28 1.520, O30 1.443, H38 1.090, H39 1.090
30 O 3.294 -4.323 -0.701  C29 1.443, C31 1.239
31 C 3.263 -4.997 0.338  O30 1.239, O32 1.219, O33 1.353
32 O 4.223 -5.165 1.070  C31 1.219
33 O 2.058 -5.600 0.462  C28 1.447, C31 1.353
34 H -0.822 -4.861 -1.174  C27 1.090
35 H 0.051 -3.988 -0.012  C27 1.090
36 H -0.438 -5.582 0.428  C27 1.090
37 H 1.345 -6.404 -1.318  C28 1.090
38 H 1.624 -3.449 -1.579  C29 1.090
39 H 2.404 -4.834 -2.529  C29 1.090
40 C 0.555 0.802 4.806  C41 1.558, H47 1.090, H48 1.090, H49 1.090
41 C -0.586 0.718 5.864  C40 1.558, C42 1.540, O46 1.409, H50 1.090
42 C -1.968 0.922 5.218  C41 1.540, O43 1.431, H51 1.090, H52 1.090
43 O -2.646 -0.317 5.450  C42 1.431, C44 1.339
44 C -1.789 -1.238 5.910  O43 1.339, O45 1.223, O46 1.304
45 O -2.194 -2.326 6.293  C44 1.223
46 O -0.637 -0.666 6.125  C41 1.409, C44 1.304
47 H 1.527 0.530 5.217  C40 1.090
48 H 0.627 1.747 4.267  C40 1.090
49 H 0.339 0.058 4.039  C40 1.090
50 H -0.322 1.362 6.702  C41 1.090
51 H -1.909 1.120 4.147  C42 1.090
52 H -2.505 1.735 5.708  C42 1.090
53 C 4.965 3.329 -2.698  C54 1.476, H60 1.090, H61 1.090, H62 1.090
54 C 4.545 3.535 -1.299  C53 1.476, C55 1.501, O59 1.461, H63 1.090
55 C 3.444 2.627 -0.831  C54 1.501, O56 1.413, H64 1.090, H65 1.090
56 O 4.158 1.733 -0.003  C55 1.413, C57 1.368
57 C 5.399 2.226 0.298  O56 1.368, O58 1.213, O59 1.296
58 O 6.151 1.775 1.135  C57 1.213
59 O 5.683 3.264 -0.424  C54 1.461, C57 1.296
60 H 5.868 3.924 -2.834  C53 1.090
61 H 4.183 3.708 -3.356  C53 1.090
62 H 5.020 2.276 -2.977  C53 1.090
63 H 4.204 4.555 -1.123  C54 1.090
64 H 2.983 2.071 -1.648  C55 1.090
65 H 2.697 3.216 -0.300  C55 1.090
66 C 0.571 -1.098 -2.188  C67 1.555, H73 1.090, H74 1.090, H75 1.090
67 C 0.852 -0.604 -0.741  C66 1.555, C68 1.488, O72 1.406, H76 1.090
68 C -0.102 0.378 -0.156  C67 1.488, O69 1.402, H77 1.090, H78 1.090
69 O -0.527 -0.029 1.117  C68 1.402, C70 1.373
70 C 0.033 -1.250 1.401  O69 1.373, O71 1.201, O72 1.435
71 O -0.170 -1.971 2.340  C70 1.201
72 O 0.777 -1.618 0.231  C67 1.406, C70 1.435
73 H 1.335 -1.725 -2.648  C66 1.090
74 H 0.550 -0.313 -2.944  C66 1.090
75 H -0.418 -1.545 -2.281  C66 1.090
76 H 1.823 -0.123 -0.615  C67 1.090
77 H -0.904 0.480 -0.887  C68 1.090
78 H 0.459 1.313 -0.148  C68 1.090
79 C -1.137 5.911 -1.133  C80 1.539, H86 1.090, H87 1.090, H88 1.090
80 C -0.402 5.226 -2.298  C79 1.539, C81 1.519, O85 1.419, H89 1.090
81 C 0.884 4.492 -1.959  C80 1.519, O82 1.419, H90 1.090, H91 1.090
82 O 0.717 3.115 -2.256  C81 1.419, C83 1.389
83 C -0.599 2.932 -2.658  O82 1.389, O84 1.254, O85 1.410
84 O -1.143 1.805 -2.741  C83 1.254
85 O -1.271 4.171 -2.675  C80 1.419, C83 1.410
86 H -2.092 6.383 -1.364  C79 1.090
87 H -0.544 6.722 -0.710  C79 1.090
88 H -1.555 5.190 -0.431  C79 1.090
89 H -0.135 5.898 -3.115  C80 1.090
90 H 1.289 4.734 -0.976  C81 1.090
91 H 1.650 4.683 -2.711  C81 1.090
92 C -2.250 0.650 -6.547  C93 1.520, H99 1.090, H100 1.090, H101 1.090
93 C -0.868 0.244 -6.061  C92 1.520, C94 1.480, O98 1.439, H102 1.090
94 C -0.587 -1.201 -5.912  C93 1.480, O95 1.386, H103 1.090, H104 1.090
95 O 0.614 -1.413 -6.570  C94 1.386, C96 1.330
96 C 0.878 -0.334 -7.302  O95 1.330, O97 1.224, O98 1.214
97 O 1.797 -0.092 -8.073  C96 1.224
98 O 0.062 0.546 -7.116  C93 1.439, C96 1.214
99 H -3.035 0.282 -5.887  C92 1.090
100 H -2.460 0.453 -7.599  C92 1.090
101 H -2.301 1.739 -6.578  C92 1.090
102 H -0.610 0.602 -5.064  C93 1.090
103 H -1.415 -1.743 -6.369  C94 1.090
104 H -0.546 -1.454 -4.852  C94 1.090
105 C 0.451 -4.937 4.166  C106 1.548, H112 1.090, H113 1.090, H114 1.090
106 C 1.877 -4.454 4.525  C105 1.548, C107 1.564, O111 1.406, H115 1.090
107 C 2.143 -2.913 4.529  C106 1.564, O108 1.362, H116 1.090, H117 1.090
108 O 2.589 -2.615 5.782  C107 1.362, C109 1.340
109 C 2.471 -3.676 6.591  O108 1.340, O110 1.251, O111 1.320
110 O 2.802 -3.646 7.797  C109 1.251
111 O 2.075 -4.723 5.891  C106 1.406, C109 1.320
112 H 0.257 -4.493 3.189  C105 1.090
113 H -0.290 -4.759 4.944  C105 1.090
114 H 0.424 -6.009 3.969  C105 1.090
115 H 2.561 -4.968 3.850  C106 1.090
116 H 1.174 -2.441 4.369  C107 1.090
117 H 2.800 -2.558 3.735  C107 1.090
118 C -4.401 0.806 2.239  C119 1.509, H125 1.090, H126 1.090, H127 1.090
119 C -5.017 1.016 0.877  C118 1.509, C120 1.561, O124 1.413, H128 1.090
120 C -4.153 0.587 -0.350  C119 1.561, O121 1.439, H129 1.090, H130 1.090
121 O -5.107 -0.158 -1.127  C120 1.439, C122 1.420
122 C -6.301 -0.346 -0.382  O121 1.420, O123 1.213, O124 1.294
123 O -7.227 -1.051 -0.725  C122 1.213
124 O -6.250 0.347 0.709  C119 1.413, C122 1.294
125 H -4.967 1.091 3.126  C118 1.090
126 H -3.432 1.300 2.305  C118 1.090
127 H -4.257 -0.269 2.346  C118 1.090
128 H -5.196 2.085 0.758  C119 1.090
129 H -3.313 -0.023 -0.015  C120 1.090
130 H -3.691 1.473 -0.785  C120 1.090
131 C 5.819 1.610 -6.921  C132 1.464, H138 1.090, H139 1.090, H140 1.090
132 C 4.628 0.761 -6.858  C131 1.464, C133 1.496, O137 1.434, H141 1.090
133 C 4.714 -0.672 -6.437  C132 1.496, O134 1.433, H142 1.090, H143 1.090
134 O 3.787 -0.725 -5.346  C133 1.433, C135 1.307
135 C 3.379 0.420 -4.864  O134 1.307, O136 1.158, O137 1.375
136 O 2.742 0.595 -3.913  C135 1.158
137 O 3.741 1.292 -5.863  C132 1.434, C135 1.375
138 H 5.815 2.576 -7.427  C131 1.090
139 H 6.650 1.130 -7.438  C131 1.090
140 H 6.229 1.840 -5.937  C131 1.090
141 H 4.178 0.706 -7.849  C132 1.090
142 H 5.748 -0.844 -6.136  C133 1.090
143 H 4.466 -1.421 -7.189  C133 1.090

## Properties
F_max   8.43 eV/A
LUMO energy   -0.33 eV
SMILES   C[C@H]1COC(=O)O1.C[C@H]1COC(=O)O1.C[C@H]1COC(=O)O1.C[C@H]1COC(=O)O1.C[C@H]1COC(=O)O1.C[C@H]1COC(=O)O1.C[C@H]1COC(=O)O1.C[C@H]1COC(=O)O1.C[C@H]1COC(=O)O1.C[C@H]1COC(=O)O1.C[C@H]1COC(=O)O1
Energy above the lowest of the compared OMol25 structures with the same formula, charge and spin   6.7563 eV
Frontier orbital gap   9.8 eV
Net charge   0

These are the Löwdin partial charges, in e, on atoms 1 to 99: number 1, C, carries -0.02; number 2, C, carries -0.27; number 3, C, carries -0.11; number 4, O, carries 0.05; number 5, C, carries -0.52; number 6, O, carries 0.13; number 7, O, carries 0.08; number 8, H, carries 0.06; number 9, H, carries 0.09; number 10, H, carries 0.09; number 11, H, carries 0.15; number 12, H, carries 0.13; number 13, H, carries 0.15; number 14, C, carries -0.01; number 15, C, carries -0.32; number 16, C, carries -0.09; number 17, O, carries 0.07; number 18, C, carries -0.58; number 19, O, carries 0.10; number 20, O, carries 0.11; number 21, H, carries 0.08; number 22, H, carries 0.09; number 23, H, carries 0.08; number 24, H, carries 0.13; number 25, H, carries 0.14; number 26, H, carries 0.13; number 27, C, carries -0.01; number 28, C, carries -0.29; number 29, C, carries -0.03; number 30, O, carries 0.12; number 31, C, carries -0.64; number 32, O, carries 0.13; number 33, O, carries 0.08; number 34, H, carries 0.09; number 35, H, carries 0.06; number 36, H, carries 0.08; number 37, H, carries 0.15; number 38, H, carries 0.10; number 39, H, carries 0.14; number 40, C, carries 0.00; number 41, C, carries -0.25; number 42, C, carries -0.07; number 43, O, carries 0.08; number 44, C, carries -0.55; number 45, O, carries 0.14; number 46, O, carries 0.09; number 47, H, carries 0.09; number 48, H, carries 0.07; number 49, H, carries 0.07; number 50, H, carries 0.16; number 51, H, carries 0.11; number 52, H, carries 0.13; number 53, C, carries -0.02; number 54, C, carries -0.31; number 55, C, carries -0.12; number 56, O, carries 0.07; number 57, C, carries -0.57; number 58, O, carries 0.14; number 59, O, carries 0.12; number 60, H, carries 0.10; number 61, H, carries 0.09; number 62, H, carries 0.09; number 63, H, carries 0.15; number 64, H, carries 0.12; number 65, H, carries 0.11; number 66, C, carries -0.01; number 67, C, carries -0.30; number 68, C, carries -0.15; number 69, O, carries 0.07; number 70, C, carries -0.42; number 71, O, carries 0.14; number 72, O, carries 0.04; number 73, H, carries 0.07; number 74, H, carries 0.05; number 75, H, carries 0.09; number 76, H, carries 0.15; number 77, H, carries 0.11; number 78, H, carries 0.11; number 79, C, carries -0.02; number 80, C, carries -0.29; number 81, C, carries -0.11; number 82, O, carries 0.03; number 83, C, carries -0.38; number 84, O, carries 0.08; number 85, O, carries 0.06; number 86, H, carries 0.09; number 87, H, carries 0.10; number 88, H, carries 0.07; number 89, H, carries 0.15; number 90, H, carries 0.13; number 91, H, carries 0.13; number 92, C, carries 0.00; number 93, C, carries -0.27; number 94, C, carries -0.13; number 95, O, carries 0.12; number 96, C, carries -0.66; number 97, O, carries 0.13; number 98, O, carries 0.16; number 99, H, carries 0.10